1.
# C27H29N3O4

A cluster of 2 separate species, C27H29N3O4 in total at a distorted geometry (ωB97M-V/def2-TZVPD, OMol25).

Geometry as XYZ:
```
63
C27H29N3O4 (ωB97M-V/def2-TZVPD)
O -5.390 3.035 0.893
O 4.154 2.292 1.468
O -4.293 1.623 -0.523
O -4.154 2.114 4.031
N 3.330 0.207 0.859
N -4.020 1.426 1.795
N 1.124 0.622 0.857
C 1.372 1.606 -3.384
C -2.301 -3.063 -0.419
C 2.078 -1.027 -0.861
C -4.428 -4.175 -0.736
C -0.209 0.532 0.766
C -3.026 -4.200 -0.758
C 0.938 2.017 -2.121
C 2.081 -0.472 0.594
C 1.752 1.886 1.187
C 2.583 -2.463 -0.740
C -4.494 2.153 2.851
C 4.603 -0.448 0.743
C -5.543 3.133 2.299
C -5.104 -2.991 -0.388
C -4.515 1.953 0.630
C 3.195 2.679 -1.575
C 2.519 -2.874 0.749
C 2.715 1.742 -3.750
C -4.384 -1.849 -0.068
C -2.255 -0.714 0.405
C 1.855 2.543 -1.206
C 3.227 1.527 1.202
C 3.624 2.290 -2.841
C 1.423 2.978 0.170
C -2.968 -1.870 -0.027
C -0.873 -0.635 0.428
C 1.957 -1.697 1.541
H 0.650 1.181 -4.081
H -0.773 1.437 1.009
H 3.901 3.101 -0.855
H -2.486 -5.106 -1.042
H 2.725 -0.400 -1.489
H -0.273 -1.507 0.176
H -2.826 0.151 0.736
H 4.635 -1.324 1.399
H 3.616 -2.536 -1.108
H 1.970 -3.143 -1.345
H -4.873 -0.901 0.160
H 1.887 -3.762 0.870
H -5.351 4.157 2.646
H 0.350 3.200 0.205
H 2.523 -1.495 2.459
H 5.374 0.266 1.041
H -1.210 -3.092 -0.446
H 1.984 3.870 0.482
H 3.523 -3.136 1.108
H 4.786 -0.783 -0.287
H -6.194 -2.957 -0.372
H -0.115 1.933 -1.836
H 4.673 2.419 -3.107
H -4.990 -5.072 -0.998
H 1.451 2.194 2.203
H -6.554 2.819 2.616
H 0.908 -1.852 1.811
H 3.050 1.444 -4.745
H 1.067 -0.980 -1.281
```

Output
HOMO-LUMO gap	6.170	eV
total charge	0
energy above the lowest of the compared OMol25 structures with the same formula, charge and spin	81.8	kcal per mole
E_tot	-41129.861	eV
E_LUMO	-1.9	eV

=====

2.
# C30H51BN15RbS

A structure of composition C30H51BN15RbS (ωB97M-V/def2-TZVPD, OMol25).

Geometry as XYZ:
```
99
C30H51BN15RbS (ωB97M-V/def2-TZVPD)
Rb -0.193 -0.445 -0.047
S -1.408 2.128 -4.712
N 2.321 -0.534 1.727
N 0.723 -3.255 0.507
N 2.041 1.339 -0.818
N -2.965 -1.374 0.347
N 2.215 0.050 -1.247
N 2.609 4.149 1.556
N -1.291 0.449 -2.809
N 2.414 0.832 1.728
N -0.338 1.522 1.793
N -1.338 -0.574 -4.931
N 0.486 2.307 1.035
N -1.417 -2.837 -1.719
N -1.296 1.698 -2.208
N -1.389 -2.632 2.312
N 2.848 3.095 0.724
C -0.628 -3.630 3.038
C -1.389 4.105 -2.681
C -2.616 1.607 2.687
C 0.856 -4.512 1.214
C -2.821 -2.955 2.195
C 2.390 -1.137 -3.389
C -0.138 3.458 0.728
C -2.723 4.774 -2.996
C -3.699 -1.103 -0.886
C 1.958 2.166 -1.883
C 3.172 0.181 3.698
C 3.791 6.145 2.336
C -1.404 3.434 1.262
C -0.314 -4.826 2.154
C 4.683 4.320 0.686
C 2.072 1.424 -3.032
C -2.756 -3.395 -1.604
C 2.907 1.267 2.902
C 0.863 -3.263 -0.953
C 4.099 3.174 0.211
C 2.224 0.104 -2.573
C -0.349 -3.814 -1.700
C -1.350 2.661 -3.062
C -3.660 -1.882 1.508
C -3.865 -2.362 -1.747
C -1.476 2.192 1.917
C -1.361 0.521 -4.102
C 3.039 -2.361 3.211
C 3.710 4.881 1.538
C 2.814 -0.915 2.907
B 1.950 1.865 0.669
H -2.936 -4.205 -2.325
H -3.929 -1.095 2.223
H -2.703 5.819 -2.689
H 1.425 -1.533 -3.726
H -3.048 2.335 3.374
H -0.570 4.632 -3.177
H 0.951 -5.304 0.471
H -2.276 0.757 3.282
H -1.213 -1.691 2.651
H 2.973 -0.937 -4.288
H 0.287 -3.170 3.414
H 3.035 2.325 3.069
H 1.198 -2.460 0.960
H -4.680 -0.655 -0.688
H 3.540 5.967 3.381
H 2.383 -2.748 3.994
H -0.708 -4.722 -1.208
H 4.062 -2.532 3.545
H -1.200 -3.970 3.911
H -2.824 -3.849 -0.610
H -2.894 -3.894 1.647
H -0.040 -5.694 2.755
H -3.425 1.276 2.030
H -3.207 -3.142 3.207
H -1.647 -0.434 -5.879
H -3.120 -0.367 -1.441
H -4.805 -2.871 -1.518
H -4.599 -2.347 1.202
H 2.911 -1.910 -2.824
H 4.796 6.563 2.296
H -2.150 4.209 1.222
H -3.959 -2.053 -2.794
H 3.100 6.896 1.951
H 3.610 0.182 4.681
H -1.187 -5.107 1.565
H -1.682 -1.430 -4.526
H 2.072 1.779 -4.049
H -2.426 -0.566 0.606
H -2.950 4.748 -4.063
H 1.070 -2.251 -1.290
H -3.540 4.280 -2.469
H -1.326 -2.168 -2.474
H 0.392 4.235 0.203
H 4.474 2.410 -0.452
H 1.856 3.229 -1.735
H 1.759 -3.855 -1.176
H -1.191 4.130 -1.610
H -0.009 -4.131 -2.694
H 5.666 4.697 0.461
H 2.916 -2.954 2.306
H 1.769 -4.462 1.808
```

Output
⟨S²⟩	0.7577
HOMO-LUMO gap (alpha / beta)	8.289 / 4.240	eV
total charge	+1
multiplicity	2
energy above the lowest of the compared OMol25 structures with the same formula, charge and spin	28.9	kcal per mole
E_tot	-66452.057	eV
E_LUMO (alpha / beta)	-2.1 / -6.2	eV

=====

3.
# C2H7NO2S2

A cluster of 2 separate species, C2H7NO2S2 in total at a distorted geometry (ωB97M-V/def2-TZVPD, OMol25).

Geometry as XYZ:
```
14
C2H7NO2S2 (ωB97M-V/def2-TZVPD)
S 0.908 0.931 -0.173
S -1.809 0.014 -0.379
O 1.294 1.367 -1.500
O 0.690 1.912 0.831
N 2.133 -0.156 0.484
C -2.270 1.581 0.154
C 2.453 -1.211 -0.506
H -2.282 2.165 -0.664
H 3.464 -1.614 -0.235
H -3.300 1.411 0.517
H 1.812 -2.078 -0.256
H -1.497 1.733 0.924
H 2.284 -0.801 -1.397
H 1.989 -0.506 1.452
```

Output
HOMO-LUMO gap	6.874	eV
total charge	0
energy above the lowest of the compared OMol25 structures with the same formula, charge and spin	97.7	kcal per mole
E_tot	-29439.493	eV
E_LUMO	-2.2	eV

=====

4.
# C5H15NP

A cluster of 2 separate species, C5H15NP in total at a distorted geometry (ωB97M-V/def2-TZVPD, OMol25).

Geometry as XYZ:
```
22
C5H15NP (ωB97M-V/def2-TZVPD)
P 0.980 2.197 1.487
N -0.544 -1.681 -0.413
C 1.115 -0.346 -1.447
C -1.492 -1.971 0.570
C -0.190 -0.502 -0.843
C 0.787 0.457 1.221
C -1.094 0.593 -1.277
H 0.858 -0.734 -2.405
H -1.984 -2.970 0.729
H -2.416 -1.351 0.376
H -2.018 0.096 -1.494
H 2.071 2.737 2.121
H 1.205 2.729 0.242
H 0.340 -0.042 2.042
H 0.018 2.891 2.282
H 1.546 0.579 -1.600
H -1.183 -1.697 1.564
H -0.625 1.066 -2.185
H 1.806 -1.027 -1.097
H 1.748 0.018 0.905
H -1.229 1.247 -0.392
H 0.298 -2.288 -0.384
```

Output
HOMO-LUMO gap	8.637	eV
total charge	+1
energy above the lowest of the compared OMol25 structures with the same formula, charge and spin	70.0	kcal per mole
E_tot	-16197.077	eV
E_LUMO	-3.3	eV

=====

5.
# CsI

A structure of composition CsI (ωB97M-V/def2-TZVPD, OMol25).

Geometry as XYZ:
```
2
CsI (ωB97M-V/def2-TZVPD)
Cs -0.253 -0.460 1.570
I 0.253 0.460 -1.570
```

Output
HOMO-LUMO gap	6.670	eV
total charge	0
E_tot	-8649.564	eV
E_LUMO	-0.8	eV

=====

6.
# H12O6

A cluster of 6 separate species, H12O6 in total (ωB97M-V/def2-TZVPD, OMol25).

Geometry as XYZ:
```
18
H12O6 (ωB97M-V/def2-TZVPD)
O 8.444 -20.808 1.624
O 9.188 -23.815 0.242
O 10.163 -21.940 -1.866
O 9.955 -26.147 -1.566
O 6.690 -23.645 -1.509
O 11.177 -23.834 2.367
H 9.619 -25.431 -1.009
H 10.989 -21.685 -1.439
H 10.512 -26.669 -0.982
H 9.842 -21.140 -2.292
H 10.840 -24.699 2.629
H 8.774 -21.248 0.832
H 9.636 -23.617 1.082
H 7.572 -23.839 -1.169
H 9.745 -23.388 -0.427
H 8.366 -19.880 1.384
H 12.117 -23.971 2.215
H 6.319 -23.049 -0.852
```

Output
HOMO-LUMO gap	10.823	eV
total charge	0
energy above the lowest of the compared OMol25 structures with the same formula, charge and spin	29.7	kcal per mole
E_tot	-12479.827	eV
E_LUMO	0.0	eV

=====

7.
# C3H8N4

A cluster of 2 separate species, C3H8N4 in total at a distorted geometry (ωB97M-V/def2-TZVPD, OMol25).

Geometry as XYZ:
```
15
C3H8N4 (ωB97M-V/def2-TZVPD)
N 1.158 -1.213 -1.302
N -1.896 1.774 0.044
N -1.487 -0.903 0.872
N 1.879 -1.543 1.065
C -0.866 2.362 -0.397
C -0.304 -0.814 0.548
C 0.828 -1.224 0.119
H -2.563 1.683 -0.754
H 1.543 -1.725 2.015
H -0.383 2.573 -1.383
H -0.152 2.612 0.275
H 2.598 -0.808 1.232
H 0.335 -0.716 -1.659
H 1.239 -2.123 -1.716
H -1.928 0.065 1.041
```

Output
HOMO-LUMO gap	8.498	eV
total charge	0
energy above the lowest of the compared OMol25 structures with the same formula, charge and spin	88.2	kcal per mole
E_tot	-9197.808	eV
E_LUMO	0.8	eV

=====

8.
# C13H8Br6Cu2F14N2O17S4

A structure of composition C13H8Br6Cu2F14N2O17S4 at a distorted geometry (ωB97M-V/def2-TZVPD, OMol25).

Geometry as XYZ:
```
66
C13H8Br6Cu2F14N2O17S4 (ωB97M-V/def2-TZVPD)
Br 5.151 4.478 -3.304
Br -7.770 5.215 -1.255
Br -4.714 3.695 -1.431
Br 6.532 3.153 -0.678
Br -5.033 6.581 0.059
Br 4.066 5.366 -0.303
Cu -0.072 -1.872 -3.867
Cu 1.703 -2.118 -0.468
S 1.709 1.067 0.479
S -0.267 0.614 -1.195
S -2.649 0.016 -5.428
S -3.013 -2.368 -4.435
F -2.523 -2.576 -1.787
F -3.754 -0.844 -2.275
F 0.858 0.033 2.922
F -1.996 -1.694 4.186
F -1.367 2.269 -6.328
F -0.252 1.384 -4.771
F 2.550 -0.942 2.076
F -2.332 -0.328 0.230
F -2.086 2.450 -4.353
F -2.801 1.626 -0.733
F -4.678 -2.785 -2.364
F 4.004 -1.758 6.330
F -1.493 1.507 1.195
F 2.817 1.041 2.987
O 5.799 1.664 7.739
O -2.175 -3.528 -4.489
O 0.985 2.307 0.764
O 3.046 1.339 -0.031
O 0.105 -2.908 0.896
O 6.704 -0.080 6.506
O 0.671 -3.111 -2.099
O -3.909 0.554 -4.858
O 0.002 1.849 -1.932
O -2.144 -3.312 1.430
O -4.165 -2.312 -5.261
O -0.996 -1.548 2.146
O 1.761 -4.850 -2.289
O 1.170 -3.682 -3.812
O 4.551 0.236 6.505
O -0.529 -0.500 -2.139
O -2.709 -0.308 -6.865
N -1.878 -1.114 -4.620
N 0.963 -0.151 -0.185
C -1.894 0.893 0.022
C 4.675 -0.821 5.632
C -0.988 -2.668 1.481
C 1.968 0.292 2.256
C -6.002 4.902 -0.365
C 5.710 0.721 6.939
C -2.203 -1.416 2.879
C -1.530 1.639 -5.160
C 6.223 -0.952 5.509
C -3.010 -2.633 2.376
C 4.749 3.889 -1.386
C 0.870 -4.164 -2.721
C -3.553 -2.107 -2.578
H 6.731 -1.873 5.797
H 4.122 -0.593 4.721
H 3.971 3.127 -1.365
H 6.591 -0.550 4.565
H -3.920 -2.295 1.881
H -6.342 4.559 0.612
H -2.583 -0.394 2.891
H -3.424 -3.315 3.119
```

Output
⟨S²⟩	3.7670
HOMO-LUMO gap (alpha / beta)	6.409 / 4.113	eV
total charge	-1
multiplicity	4
E_tot	-642306.780	eV
E_LUMO (alpha / beta)	1.2 / -3.0	eV

=====

9.
# C5H26N2O6

A cluster of 7 separate species, C5H26N2O6 in total at a distorted geometry (ωB97M-V/def2-TZVPD, OMol25).

Geometry as XYZ:
```
39
C5H26N2O6 (ωB97M-V/def2-TZVPD)
O -3.237 -0.400 2.174
O 0.717 0.534 -3.654
O 0.987 -2.377 -0.999
O -1.746 -1.900 -1.312
O -1.597 0.647 -2.147
O 2.716 -0.742 -2.280
N 2.054 -0.762 1.179
N -1.691 2.564 2.405
C -0.497 0.862 0.971
C 0.913 1.422 0.845
C 1.279 -1.610 2.027
C 2.170 0.656 1.318
C -1.574 1.966 1.089
H 1.317 -2.617 1.613
H -0.800 -1.834 -1.044
H -2.223 0.987 -2.808
H -3.336 -0.981 2.938
H 1.931 -1.084 0.206
H -4.052 -0.558 1.682
H -2.509 1.517 0.786
H 1.025 1.784 -0.171
H 2.418 0.857 2.360
H -0.820 2.864 2.816
H 0.889 2.315 1.460
H 0.215 -1.368 2.068
H -0.093 0.466 -3.092
H -0.637 0.111 1.740
H 0.755 1.498 -3.798
H 3.464 -0.138 -2.102
H -2.258 -1.706 -0.510
H -2.176 1.938 3.035
H 1.736 -1.681 3.014
H 1.530 -3.045 -0.570
H 2.173 -0.131 -2.847
H -0.802 0.331 0.067
H -1.606 -0.335 -2.044
H 2.993 1.028 0.712
H -1.302 2.760 0.396
H 1.600 -1.762 -1.465
```

Output
⟨S²⟩	0.7544
HOMO-LUMO gap (alpha / beta)	9.093 / 4.611	eV
total charge	+1
multiplicity	2
energy above the lowest of the compared OMol25 structures with the same formula, charge and spin	0.0	kcal per mole
E_tot	-20864.271	eV
E_LUMO (alpha / beta)	-2.7 / -7.2	eV

=====

10.
# C4H7FN2

A cluster of 2 separate species, C4H7FN2 in total at a distorted geometry (ωB97M-V/def2-TZVPD, OMol25).

Geometry as XYZ:
```
14
C4H7FN2 (ωB97M-V/def2-TZVPD)
F -2.996 -0.892 0.408
N 0.544 -1.122 -1.004
N -1.796 -0.214 0.488
C -0.639 -1.271 -0.929
C 1.562 -0.619 -0.252
C -2.020 1.147 0.049
C 1.321 -0.075 0.924
H 2.086 0.122 1.701
H -2.797 1.590 0.820
H -1.094 1.713 0.161
H -1.309 -2.006 -1.259
H 0.287 0.086 1.137
H 2.552 -0.821 -0.470
H -2.446 1.183 -1.035
```

Output
HOMO-LUMO gap (alpha / beta)	8.083 / 8.082	eV
total charge	0
energy above the lowest of the compared OMol25 structures with the same formula, charge and spin	133.7	kcal per mole
E_tot	-9952.984	eV
E_LUMO (alpha / beta)	0.1 / 0.1	eV

=====

11.
# C4H5N3

An isolated molecule of C4H5N3 at a distorted geometry (ωB97M-V/def2-TZVPD, OMol25).

Geometry as XYZ:
```
12
C4H5N3 (ωB97M-V/def2-TZVPD)
N 0.627 0.897 -0.552
N -1.436 0.767 -1.583
N -0.997 -0.714 0.135
C 1.294 -1.023 0.678
C -0.563 0.274 -0.674
C 1.553 0.237 0.136
C -0.054 -1.355 0.816
H 2.091 -1.701 0.977
H -2.379 0.411 -1.612
H -0.359 -2.267 1.338
H 2.571 0.635 0.097
H -1.186 1.584 -2.121
```

Output
HOMO-LUMO gap	9.717	eV
total charge	0
energy above the lowest of the compared OMol25 structures with the same formula, charge and spin	7.1	kcal per mole
E_tot	-8699.503	eV
E_LUMO	1.1	eV

=====

12.
# C33H62AlN6O3

A structure of composition C33H62AlN6O3 at a distorted geometry (ωB97M-V/def2-TZVPD, OMol25).

Geometry as XYZ:
```
105
C33H62AlN6O3 (ωB97M-V/def2-TZVPD)
Al 0.802 0.624 -3.477
O 0.033 2.031 -2.564
O 3.088 -2.328 -2.330
O 3.513 -0.375 -1.465
N 4.993 -8.890 -3.225
N -1.161 -9.840 -1.028
N -0.459 -5.556 -1.194
N -0.799 7.572 -0.009
N -5.927 -0.775 -2.430
N -1.112 9.216 4.729
C 2.299 -6.533 -3.033
C 2.650 -1.266 -2.027
C 1.217 -0.952 -2.234
C 3.273 3.008 -1.370
C -3.649 -3.284 -3.954
C -0.863 10.765 8.101
C -1.698 9.468 1.543
C -4.844 -0.801 -2.787
C 5.990 -8.880 0.358
C -4.329 -8.787 0.584
C 6.834 -7.910 -0.462
C -1.186 8.406 0.663
C 6.025 -7.184 -1.540
C -3.991 8.372 1.687
C -3.113 -8.302 1.365
C -0.448 4.476 1.637
C 1.350 3.450 0.242
C -1.812 9.751 5.451
C -1.507 -8.966 -0.383
C -2.716 10.441 6.383
C 5.448 -8.148 -2.490
C -1.963 -7.849 0.459
C 0.933 3.090 -2.272
C -0.153 3.411 0.510
C -1.938 11.435 7.252
C 1.796 2.725 -1.036
C -3.286 -1.864 -4.378
C 2.049 -5.511 -1.918
C -2.793 8.919 2.459
C 0.636 -5.534 -1.510
C -3.445 -0.844 -3.248
C -0.617 2.048 1.036
C 1.993 -7.965 -2.609
H -2.769 -9.103 2.024
H 0.492 4.629 2.167
H 5.215 -6.608 -1.089
H -2.640 11.955 7.906
H -0.821 5.373 1.135
H 3.142 0.006 -0.662
H -3.034 -3.612 -3.113
H 1.664 4.499 0.190
H -1.297 10.009 8.759
H 0.748 -1.839 -2.650
H -3.158 0.148 -3.597
H 0.735 -0.737 -1.271
H -0.356 11.503 8.724
H -4.091 -9.664 -0.021
H -3.491 -3.980 -4.779
H -0.336 0.088 -4.504
H -4.437 9.141 1.051
H -4.758 8.018 2.378
H -4.706 -8.006 -0.078
H 7.658 -8.456 -0.927
H 3.344 -6.468 -3.340
H 7.277 -7.168 0.205
H -3.911 -1.573 -5.226
H 0.940 -8.094 -2.351
H 1.538 3.299 -3.164
H -2.085 10.280 0.924
H -0.872 9.858 2.138
H 2.671 -5.733 -1.049
H -2.803 -1.105 -2.407
H -0.767 3.701 -0.339
H 2.043 1.149 -4.340
H -1.711 2.050 1.053
H 5.162 -8.364 0.847
H -1.124 -7.498 1.057
H 3.530 2.476 -2.285
H 2.216 -8.659 -3.418
H -1.176 4.046 2.327
H -2.280 -7.030 -0.185
H -4.698 -3.360 -3.661
H -0.289 1.869 2.064
H -3.708 7.528 1.056
H 2.595 -8.253 -1.744
H -3.481 10.961 5.805
H -0.105 10.285 7.482
H -2.384 8.133 3.085
H 6.597 -9.353 1.132
H -0.308 1.219 0.397
H 3.922 2.618 -0.577
H -3.407 -7.466 2.003
H 5.578 -9.676 -0.264
H -1.472 12.190 6.616
H -5.132 -9.070 1.266
H 3.453 4.073 -1.517
H 6.662 -6.492 -2.091
H 1.696 1.649 -0.876
H -2.250 -1.844 -4.720
H -3.212 9.695 7.005
H 1.897 2.992 1.075
H 2.299 -4.506 -2.264
H 0.318 3.977 -2.065
H -3.130 9.716 3.121
H 1.692 -6.280 -3.905
```

Output
HOMO-LUMO gap	6.859	eV
total charge	-1
E_tot	-56908.685	eV
E_LUMO	1.5	eV